Entry from the OMol25 dataset: a structure of composition C30H44MnN3O5PSe in a non-equilibrium geometry (ωB97M-V/def2-TZVPD).

ORCA input file:
```
! RIJCOSX wB97M-V def2-TZVPD def2/J DEFGRID3
* xyz 0 6
Mn -0.015 0.645 0.770
O 1.087 1.850 7.097
C 0.487 0.829 6.750
O -0.395 0.120 7.345
C 0.760 0.316 5.315
C 0.198 -0.878 4.784
C 0.296 -1.097 3.394
N 0.858 -0.226 2.562
C 1.534 0.794 3.125
C 1.534 1.047 4.452
C 2.206 1.779 2.179
O 3.085 2.521 2.570
O 1.591 1.853 1.046
H -0.349 -1.511 5.494
H -0.131 -1.979 2.937
H 1.985 1.926 4.761
O 0.062 -0.339 -1.054
P 0.115 -1.089 -2.340
C 0.055 0.053 -3.741
C -1.319 0.494 -4.156
C -1.765 1.728 -3.435
C -1.005 2.959 -3.837
C 0.385 2.549 -4.343
C 0.897 1.355 -3.535
C 1.626 -2.137 -2.492
C 2.929 -1.450 -2.883
C 3.622 -0.677 -1.782
C 3.986 -1.570 -0.627
C 2.728 -2.218 -0.131
C 1.953 -2.957 -1.204
C -1.362 -2.129 -2.561
C -2.510 -1.447 -1.787
C -3.590 -2.498 -1.393
C -3.023 -3.512 -0.384
C -1.488 -3.753 -0.585
C -1.199 -3.638 -2.108
H 0.539 -0.472 -4.541
H -2.094 -0.261 -3.990
H -1.295 0.693 -5.237
H -1.670 1.605 -2.351
H -2.827 1.817 -3.605
H -0.875 3.649 -2.975
H -1.555 3.542 -4.630
H 1.118 3.359 -4.437
H 0.310 2.280 -5.385
H 0.997 1.597 -2.481
H 1.977 1.198 -3.683
H 1.362 -2.831 -3.336
H 2.922 -0.846 -3.807
H 3.502 -2.335 -3.153
H 2.994 0.185 -1.442
H 4.538 -0.241 -2.217
H 4.475 -0.983 0.146
H 4.592 -2.386 -0.961
H 2.151 -1.467 0.334
H 2.897 -2.866 0.708
H 1.103 -3.374 -0.682
H 2.584 -3.761 -1.471
H -1.515 -2.171 -3.610
H -2.972 -0.641 -2.274
H -2.090 -1.117 -0.840
H -3.935 -3.004 -2.295
H -4.464 -2.077 -0.938
H -3.554 -4.439 -0.627
H -3.186 -3.218 0.639
H -1.290 -4.723 -0.228
H -0.834 -3.077 -0.045
H -1.927 -4.309 -2.642
H -0.234 -4.042 -2.466
C -2.468 1.554 4.986
N -1.585 2.388 4.205
C -0.647 3.223 4.791
C 0.023 3.849 3.794
N -0.487 3.431 2.604
C -0.299 4.067 1.290
C -1.492 2.558 2.863
Se -2.292 1.428 1.534
H -3.375 2.111 5.247
H -1.941 1.332 5.959
H -2.728 0.698 4.385
H -0.550 3.158 5.890
H 0.850 4.565 3.877
H -1.227 4.329 0.838
H 0.259 3.406 0.602
H 0.385 4.907 1.453
*
```

Summary:
HOMO energy (alpha / beta)   -7.94 / -7.94 eV
Gap between HOMO and LUMO (alpha / beta)   0.293 / 0.293 hartree
E_LUMO (alpha / beta)   0.028 / 0.025 eV
Relative energy (zero: lowest compared OMol25 entry of this formula, charge and spin)   0.00 kcal/mol
Electronic energy   -5603.928859 a.u.

Entry from the OMol25 dataset: a structure of composition C30H44N4P2PbSi in a non-equilibrium geometry (ωB97M-V/def2-TZVPD).

ORCA input file:
```
! RIJCOSX wB97M-V def2-TZVPD def2/J DEFGRID3
* xyz 0 1
Pb -0.528 -2.419 4.646
C -1.031 2.531 3.808
C -1.348 1.653 2.847
C -0.663 1.339 1.550
C 0.493 0.323 1.580
C 1.650 0.601 2.499
C 1.915 1.737 3.153
C 1.316 3.074 2.872
C 0.149 3.444 3.812
C 1.353 -1.681 5.497
H -1.749 2.691 4.623
H -2.279 1.085 2.986
H -0.371 2.240 0.991
H -1.443 0.854 0.942
H 0.084 -0.679 1.819
H 0.857 0.198 0.543
H 2.307 -0.271 2.639
H 2.663 1.711 3.956
H 0.997 3.206 1.834
H 2.115 3.811 3.045
H 0.553 3.508 4.829
H -0.176 4.460 3.545
H 1.255 -1.427 6.559
H 1.758 -0.832 4.941
H 2.038 -2.530 5.404
P 1.617 -1.212 -3.384
P -1.591 -0.774 -3.075
N 3.058 -0.187 -3.430
N 2.337 -2.456 -4.444
N -1.783 0.967 -2.951
N -3.257 -1.069 -3.577
C 0.677 -0.307 -4.709
C -0.800 -0.725 -4.756
C 3.579 0.416 -2.275
C 4.616 1.264 -2.638
C 4.746 1.196 -4.066
C 3.766 0.322 -4.523
C 2.496 -3.779 -4.013
C 3.002 -4.536 -5.060
C 3.163 -3.662 -6.184
C 2.728 -2.404 -5.785
C -1.497 1.604 -1.741
C -1.611 2.975 -1.911
C -1.936 3.203 -3.287
C -2.004 1.962 -3.907
C -4.106 -0.352 -4.431
C -5.215 -1.133 -4.729
C -5.044 -2.388 -4.050
C -3.844 -2.329 -3.363
H 1.121 -0.444 -5.704
H 0.770 0.759 -4.462
H -1.356 -0.083 -5.454
H -0.888 -1.755 -5.129
H 3.148 0.177 -1.318
H 5.202 1.878 -1.970
H 5.457 1.734 -4.680
H 3.530 0.036 -5.534
H 2.224 -4.041 -3.004
H 3.227 -5.589 -5.031
H 3.551 -3.920 -7.159
H 2.656 -1.498 -6.366
H -1.232 0.995 -0.895
H -1.479 3.717 -1.138
H -2.100 4.162 -3.760
H -2.192 1.721 -4.945
H -3.875 0.652 -4.742
H -6.037 -0.851 -5.372
H -5.720 -3.231 -4.087
H -3.340 -3.047 -2.738
C -1.229 -1.964 8.412
Si -1.078 -0.920 6.845
C -2.747 -0.294 6.277
C -0.046 0.643 7.091
H -1.635 -2.971 8.207
H -1.892 -1.454 9.132
H -0.244 -2.089 8.890
H -3.352 -0.109 7.178
H -2.644 0.647 5.714
H -3.275 -1.032 5.657
H -0.345 1.122 8.039
H 1.037 0.478 7.150
H -0.228 1.350 6.264
*
```

Summary:
HOMO energy   -6.74 eV
Gap between HOMO and LUMO   0.226 hartree
E_LUMO   -0.587 eV
Electronic energy   -2553.465156 a.u.